{"formula": "C6H12ClN2", "method": "ωB97M-V/def2-TZVPD", "elements": ["C", "C", "C", "C", "C", "C", "N", "N", "Cl", "H", "H", "H", "H", "H", "H", "H", "H", "H", "H", "H", "H"], "positions_angstrom": [[-0.943, 2.580, 0.155], [-1.615, 1.319, -0.238], [1.276, -1.860, 0.711], [2.057, -0.688, 0.057], [0.059, -0.857, -0.987], [-1.621, 0.210, 0.531], [0.211, -2.029, -0.345], [1.113, -0.067, -0.820], [-2.786, -1.087, 0.283], [-0.497, 2.397, 1.053], [-0.169, 3.033, -0.624], [-2.157, 1.449, -1.158], [1.973, -2.682, 0.812], [0.857, -1.651, 1.617], [2.489, 0.034, 0.897], [3.048, -0.939, -0.369], [-0.697, -0.826, -1.732], [-1.278, 0.099, 1.464], [-0.681, -2.471, -0.170], [-1.842, 3.389, 0.335], [1.202, 0.646, -1.471]], "mulliken_charge": [-1.108, -0.016, -0.439, -0.496, -0.455, -0.448, -0.199, 0.053, -0.142, 0.358, 0.250, 0.393, 0.327, 0.290, 0.288, 0.342, 0.565, 0.507, 0.359, 0.327, 0.242], "spin_multiplicity": 1, "total_charge": 1, "orbital_gap_ev": 9.567, "homo_ev": -13.241, "lumo_ev": -3.67, "mol_weight_g_mol": 147.63}

{"formula": "C10H26N6O14", "method": "ωB97M-V/def2-TZVPD", "elements": ["C", "N", "O", "O", "H", "H", "H", "C", "N", "O", "O", "H", "H", "H", "C", "N", "O", "O", "H", "H", "H", "C", "N", "O", "O", "H", "H", "H", "C", "N", "O", "O", "H", "H", "H", "C", "N", "O", "O", "H", "H", "H", "C", "C", "O", "C", "C", "O", "H", "H", "H", "H", "H", "H", "H", "H"], "positions_angstrom": [[-16.108, 17.231, 2.248], [-16.054, 18.398, 3.129], [-15.394, 18.355, 4.130], [-16.878, 19.286, 2.864], [-16.043, 17.498, 1.193], [-16.941, 16.549, 2.416], [-15.216, 16.692, 2.568], [-10.150, 13.458, 4.577], [-8.798, 13.981, 4.135], [-8.272, 13.267, 3.275], [-8.235, 14.957, 4.643], [-10.141, 12.418, 4.901], [-10.906, 13.413, 3.793], [-10.437, 14.119, 5.394], [-16.057, 14.432, 8.855], [-15.416, 14.152, 7.560], [-14.463, 13.361, 7.506], [-16.063, 14.508, 6.545], [-15.796, 15.489, 8.915], [-15.542, 13.770, 9.551], [-17.136, 14.297, 8.928], [-20.313, 17.271, 5.883], [-21.140, 18.108, 6.752], [-22.325, 18.333, 6.448], [-20.568, 18.623, 7.694], [-20.389, 17.535, 4.828], [-20.710, 16.265, 6.019], [-19.256, 17.376, 6.131], [-12.525, 9.340, 14.964], [-13.282, 9.444, 13.661], [-13.596, 8.378, 13.118], [-13.641, 10.551, 13.251], [-11.644, 8.707, 14.857], [-13.201, 8.862, 15.672], [-12.189, 10.326, 15.284], [-16.846, 21.295, 7.741], [-16.709, 22.180, 8.963], [-17.592, 21.996, 9.790], [-15.745, 22.933, 9.047], [-16.590, 20.262, 7.979], [-16.053, 21.706, 7.116], [-17.853, 21.413, 7.343], [-17.331, 10.481, 2.481], [-18.084, 11.048, 1.233], [-19.430, 10.602, 1.329], [-20.294, 11.272, 2.158], [-21.610, 10.653, 2.087], [-20.057, 12.227, 2.874], [-17.582, 11.066, 3.366], [-16.255, 10.496, 2.304], [-17.615, 9.438, 2.621], [-17.946, 12.122, 1.106], [-17.716, 10.533, 0.346], [-21.584, 9.718, 2.647], [-21.987, 10.286, 1.132], [-22.254, 11.329, 2.650]], "mulliken_charge": [-0.674, 0.864, -0.514, -0.522, 0.264, 0.282, 0.301, -0.630, 0.801, -0.497, -0.495, 0.264, 0.252, 0.305, -0.700, 0.763, -0.494, -0.451, 0.283, 0.312, 0.286, -0.760, 0.882, -0.519, -0.507, 0.298, 0.289, 0.316, -0.629, 0.774, -0.489, -0.489, 0.272, 0.266, 0.294, -0.616, 0.838, -0.507, -0.520, 0.237, 0.319, 0.249, -1.068, -0.215, -0.334, 0.766, -1.029, -0.565, 0.291, 0.367, 0.296, 0.286, 0.292, 0.265, 0.326, 0.321], "spin_multiplicity": 1, "orbital_gap_ev": 10.279, "homo_ev": -10.776, "smiles": "C[N+](=O)[O-].C[N+](=O)[O-].C[N+](=O)[O-].C[N+](=O)[O-].C[N+](=O)[O-].C[N+](=O)[O-].CCOC(C)=O", "lumo_ev": -0.50, "mol_weight_g_mol": 454.35}

{"formula": "C44H55F6I2N8O4PRbS2Si", "method": "ωB97M-V/def2-TZVPD", "elements": ["Rb", "C", "N", "C", "C", "O", "C", "O", "C", "C", "O", "N", "C", "C", "H", "H", "H", "H", "H", "H", "H", "H", "H", "H", "H", "H", "H", "H", "H", "H", "C", "C", "C", "C", "N", "C", "C", "C", "C", "C", "C", "N", "C", "C", "C", "C", "C", "N", "H", "H", "H", "H", "H", "H", "H", "H", "H", "H", "H", "I", "I", "C", "Si", "C", "C", "O", "H", "H", "H", "H", "H", "H", "H", "H", "H", "F", "P", "F", "F", "F", "F", "F", "C", "C", "C", "C", "N", "C", "S", "N", "C", "H", "H", "H", "H", "H", "H", "H", "H", "N", "S", "C", "C", "C", "C", "C", "C", "C", "C", "C", "C", "C", "C", "H", "H", "H", "H", "H", "H", "H", "H", "H", "H", "H"], "positions_angstrom": [[0.506, -0.480, -0.513], [-0.177, -0.014, -5.636], [0.997, 0.469, -4.932], [2.138, 0.857, -5.749], [1.026, 0.445, -3.583], [0.046, 0.111, -2.915], [2.291, 0.911, -2.880], [2.021, 2.239, -2.460], [3.162, 2.921, -2.020], [3.687, 2.432, -0.670], [3.163, 1.519, -0.059], [4.767, 3.113, -0.200], [5.337, 2.742, 1.080], [5.254, 4.328, -0.831], [0.077, -0.893, -6.233], [-0.565, 0.762, -6.299], [-0.937, -0.282, -4.910], [1.862, 0.734, -6.794], [3.005, 0.224, -5.560], [2.408, 1.902, -5.588], [3.162, 0.892, -3.539], [2.496, 0.251, -2.031], [2.870, 3.967, -1.925], [3.968, 2.846, -2.765], [4.931, 1.779, 1.372], [5.093, 3.479, 1.851], [6.423, 2.663, 0.997], [4.484, 5.103, -0.868], [5.622, 4.145, -1.843], [6.084, 4.709, -0.241], [2.250, 0.958, 4.386], [1.305, 0.949, 5.335], [-0.078, 0.914, 4.961], [-0.415, 1.182, 3.665], [0.538, 1.319, 2.692], [1.839, 0.803, 2.959], [-1.843, 1.337, 3.258], [-2.919, 1.276, 4.150], [-4.195, 1.431, 3.649], [-4.388, 1.662, 2.291], [-3.264, 1.693, 1.477], [-2.049, 1.521, 1.970], [-3.279, 2.002, 0.016], [-4.517, 2.678, -0.593], [-3.988, 3.896, -1.256], [-3.288, 3.360, -2.426], [-2.155, 2.330, -2.019], [-2.223, 1.856, -0.668], [3.304, 1.062, 4.618], [1.569, 0.990, 6.385], [-0.836, 0.751, 5.710], [2.550, 1.276, 2.280], [-2.770, 1.106, 5.207], [-5.047, 1.383, 4.315], [-5.388, 1.815, 1.909], [-5.305, 2.831, 0.135], [-3.963, 4.889, -0.845], [-2.944, 4.067, -3.175], [-1.141, 2.639, -2.251], [0.522, 2.959, 1.236], [0.510, 5.340, -0.676], [3.095, -2.237, -3.614], [3.276, -2.762, -1.789], [2.370, -4.439, -1.721], [5.138, -3.105, -1.608], [2.740, -1.683, -0.756], [3.406, -3.042, -4.287], [3.714, -1.362, -3.838], [2.052, -1.999, -3.847], [3.004, -5.253, -1.361], [2.007, -4.725, -2.712], [1.503, -4.378, -1.057], [5.450, -4.028, -2.106], [5.428, -3.174, -0.556], [5.713, -2.282, -2.041], [-1.409, -0.618, 1.102], [-2.234, -1.955, 0.691], [-3.606, -1.260, 1.184], [-0.807, -2.610, 0.232], [-3.003, -3.295, 0.282], [-2.001, -2.550, 2.197], [-2.438, -1.350, -0.790], [-6.800, 1.632, -5.566], [-6.173, 1.671, -4.213], [-6.696, 1.000, -3.127], [-6.146, 1.238, -1.858], [-5.020, 1.908, -1.771], [-4.194, 2.216, -2.943], [-2.805, 1.065, -3.184], [-5.054, 2.391, -4.077], [-6.820, 0.782, -0.607], [-7.859, 1.398, -5.496], [-6.316, 0.857, -6.163], [-6.678, 2.585, -6.082], [-7.590, 0.408, -3.229], [-4.613, 2.773, -4.901], [-7.558, 0.019, -0.840], [-7.336, 1.617, -0.128], [-6.090, 0.375, 0.092], [1.935, -0.659, 2.521], [0.766, -1.747, 2.828], [0.728, -2.113, 4.587], [-0.518, -2.154, 5.185], [-0.598, -2.449, 6.542], [0.559, -2.675, 7.270], [1.806, -2.623, 6.652], [1.893, -2.347, 5.301], [1.546, -3.288, 2.331], [2.762, -3.323, 1.677], [3.354, -4.565, 1.463], [2.717, -5.728, 1.855], [1.460, -5.669, 2.448], [0.866, -4.446, 2.693], [2.882, -1.016, 2.481], [-1.407, -1.968, 4.594], [-1.564, -2.493, 7.026], [0.495, -2.898, 8.328], [2.705, -2.804, 7.226], [2.856, -2.313, 4.804], [3.201, -2.438, 1.225], [4.303, -4.609, 0.946], [3.183, -6.688, 1.674], [0.941, -6.577, 2.724], [-0.109, -4.390, 3.160]], "mulliken_charge": [1.245, -1.102, 0.667, -0.964, -0.635, -0.490, -0.287, -0.247, -1.113, 0.574, -0.319, 0.298, -1.045, -1.003, 0.359, 0.343, 0.256, 0.412, 0.287, 0.311, 0.785, -0.057, 0.236, 0.362, 0.127, 0.357, 0.441, 0.330, 0.290, 0.394, -0.879, -1.031, -0.867, 1.135, 0.033, 0.330, 0.396, -1.027, -1.386, -0.715, -0.008, 0.875, -0.008, -0.049, -2.160, -0.610, -0.219, 0.594, 0.468, 0.507, 0.370, -0.438, 0.433, 0.441, 0.328, 0.989, 0.386, 0.725, 1.093, 0.256, -0.650, -1.026, 0.906, -1.074, -1.317, -1.026, 0.562, 0.104, 0.117, 0.310, 0.452, 0.148, 0.350, 0.290, 0.326, -0.698, 1.609, -0.393, -0.494, -0.421, -0.389, -0.333, -1.484, 0.949, -1.678, 1.901, 0.390, -0.453, -0.380, -0.056, -1.465, 0.422, 0.302, 0.395, 0.434, 0.350, 0.483, 0.316, 0.140, 0.051, 1.154, 0.286, -0.104, -0.601, -0.612, -0.818, -0.706, 1.015, 0.251, -0.652, -0.596, -0.887, -0.761, 0.543, 0.430, 0.487, 0.410, 0.453, 0.389, -0.010, 0.314, 0.440, 0.421, 0.415], "spin_multiplicity": 2, "orbital_gap_ev": [5.709, 5.645], "homo_ev": [-6.813, -6.814], "s2": 0.76, "lumo_ev": [-1.10, -1.17], "mol_weight_g_mol": 1336.43}

{"formula": "C3H7NO", "method": "ωB97M-V/def2-TZVPD", "elements": ["C", "C", "O", "H", "H", "H", "H", "C", "N", "H", "H", "H"], "positions_angstrom": [[1.449, -0.705, 1.502], [2.301, -0.286, 0.577], [2.088, -0.309, -0.795], [1.804, -0.719, 2.619], [0.412, -0.936, 1.129], [3.150, 0.413, 0.829], [1.292, 0.258, -0.965], [-2.411, 0.485, -0.568], [-2.665, -0.153, -1.690], [-2.911, 0.181, 0.243], [-1.584, 1.284, -0.404], [-2.925, 0.486, -2.476]], "mulliken_charge": [-0.459, -0.080, -0.473, 0.216, 0.201, 0.288, 0.303, -0.242, -0.512, 0.298, 0.216, 0.245], "spin_multiplicity": 1, "orbital_gap_ev": 9.481, "homo_ev": -9.307, "smiles": "C=CO.C=N", "lumo_ev": 0.17, "mol_weight_g_mol": 73.09}

{"formula": "C21H46GaNOP3S", "method": "ωB97M-V/def2-TZVPD", "elements": ["Ga", "P", "P", "P", "H", "C", "C", "H", "C", "C", "C", "C", "C", "C", "C", "C", "C", "H", "H", "H", "H", "H", "H", "H", "H", "H", "H", "H", "H", "H", "H", "H", "H", "H", "H", "H", "H", "H", "H", "H", "H", "H", "H", "H", "H", "H", "C", "C", "C", "C", "C", "C", "S", "H", "H", "H", "H", "H", "H", "C", "N", "C", "C", "C", "O", "H", "H", "H", "H", "H", "H", "H", "H", "H"], "positions_angstrom": [[-0.740, -0.384, -0.811], [-1.503, -0.339, 1.451], [0.807, -2.360, -0.479], [-2.906, -1.751, -1.531], [1.300, 3.484, -2.108], [0.625, 4.004, -2.794], [-0.599, 4.371, -2.359], [-0.966, 4.207, -1.339], [-0.355, 0.591, 2.505], [-1.847, -1.826, 2.460], [-2.999, 0.696, 1.587], [1.975, -2.759, -1.801], [1.870, -2.031, 0.947], [-0.013, -3.935, -0.058], [-4.326, -0.642, -1.994], [-3.694, -2.749, -0.212], [-2.968, -2.891, -2.984], [1.016, 4.177, -3.815], [-1.298, 4.917, -3.008], [-0.166, 1.577, 2.070], [0.606, 0.086, 2.638], [-0.833, 0.708, 3.485], [-0.957, -2.460, 2.543], [-2.664, -2.426, 2.054], [-2.131, -1.484, 3.460], [-2.838, 1.625, 1.030], [-3.146, 0.930, 2.648], [-3.886, 0.193, 1.192], [2.327, -3.792, -1.673], [2.833, -2.076, -1.757], [1.491, -2.655, -2.779], [2.042, -2.963, 1.504], [1.421, -1.291, 1.619], [2.827, -1.617, 0.607], [0.783, -4.655, 0.201], [-0.585, -4.311, -0.922], [-0.695, -3.820, 0.801], [-4.647, -0.914, -3.013], [-4.019, 0.415, -1.981], [-5.156, -0.812, -1.287], [-4.553, -3.268, -0.651], [-4.053, -2.104, 0.597], [-2.988, -3.485, 0.183], [-3.930, -2.728, -3.495], [-2.935, -3.926, -2.614], [-2.158, -2.692, -3.703], [-1.625, 0.640, -5.165], [-1.280, -0.189, -6.257], [-1.508, 0.269, -7.543], [-2.107, 1.528, -7.757], [-2.297, 2.407, -6.673], [-2.032, 1.990, -5.375], [-1.663, 0.052, -3.601], [0.531, 0.216, -1.372], [-0.894, -1.188, -6.057], [-1.213, -0.356, -8.378], [-2.385, 1.848, -8.763], [-2.642, 3.428, -6.827], [-2.170, 2.644, -4.514], [3.654, 3.339, 3.019], [2.779, 2.782, 1.998], [1.770, 3.631, 1.379], [3.055, 1.591, 1.384], [4.204, 0.800, 1.939], [2.344, 1.199, 0.437], [3.230, 4.256, 3.434], [4.653, 3.560, 2.610], [3.794, 2.618, 3.838], [1.100, 3.000, 0.787], [1.202, 4.188, 2.137], [2.227, 4.361, 0.690], [4.101, 0.660, 3.023], [4.198, -0.169, 1.441], [5.157, 1.299, 1.729]], "mulliken_charge": [1.319, 0.559, 0.726, 0.801, 0.157, -0.417, -0.559, 0.235, -1.219, -1.230, -1.232, -1.348, -0.598, -1.379, -1.418, -1.620, -1.296, 0.286, 0.317, 0.183, 0.338, 0.574, 0.344, 0.332, 0.496, 0.357, 0.517, 0.357, 0.455, 0.419, 0.360, 0.502, -0.195, 0.240, 0.554, 0.365, 0.224, 0.466, 0.314, 0.459, 0.555, 0.421, 0.402, 0.481, 0.447, 0.335, 0.561, -0.391, -0.620, -0.255, -0.640, -0.248, -0.054, -0.165, 0.445, 0.435, 0.460, 0.432, 0.426, -0.951, 0.338, -0.892, 0.852, -1.510, -0.477, 0.317, 0.328, 0.322, 0.072, 0.380, 0.381, 0.393, 0.263, 0.415], "spin_multiplicity": 1, "total_charge": 3, "orbital_gap_ev": 3.097, "homo_ev": -15.554, "lumo_ev": -12.46, "mol_weight_g_mol": 523.32}

{"formula": "C4H12O2", "method": "ωB97M-V/def2-TZVPD", "elements": ["C", "C", "O", "H", "H", "H", "H", "H", "H", "C", "C", "O", "H", "H", "H", "H", "H", "H"], "positions_angstrom": [[-2.973, -2.200, -2.281], [-2.294, -0.777, -1.938], [-2.661, -0.083, -0.742], [-2.495, -3.068, -1.793], [-2.873, -2.477, -3.311], [-4.095, -2.264, -2.040], [-1.222, -0.970, -1.776], [-2.526, -0.132, -2.943], [-3.085, -0.774, -0.220], [3.311, 2.156, 1.700], [2.443, 1.110, 2.384], [1.218, 0.930, 1.544], [4.342, 1.667, 1.307], [3.550, 3.022, 2.469], [2.781, 2.224, 0.777], [2.939, 0.078, 2.362], [2.081, 1.469, 3.405], [1.557, 0.088, 1.097]], "mulliken_charge": [-1.077, -0.098, -0.483, 0.308, 0.358, 0.304, 0.211, 0.188, 0.289, -0.754, -0.265, -0.509, 0.207, 0.245, 0.290, 0.262, 0.212, 0.313], "spin_multiplicity": 1, "orbital_gap_ev": 11.058, "homo_ev": -10.205, "smiles": "CCO.CCO", "lumo_ev": 0.85, "mol_weight_g_mol": 92.14}

Repeat the first record exactly.
{"formula": "C6H12ClN2", "method": "ωB97M-V/def2-TZVPD", "elements": ["C", "C", "C", "C", "C", "C", "N", "N", "Cl", "H", "H", "H", "H", "H", "H", "H", "H", "H", "H", "H", "H"], "positions_angstrom": [[-0.943, 2.580, 0.155], [-1.615, 1.319, -0.238], [1.276, -1.860, 0.711], [2.057, -0.688, 0.057], [0.059, -0.857, -0.987], [-1.621, 0.210, 0.531], [0.211, -2.029, -0.345], [1.113, -0.067, -0.820], [-2.786, -1.087, 0.283], [-0.497, 2.397, 1.053], [-0.169, 3.033, -0.624], [-2.157, 1.449, -1.158], [1.973, -2.682, 0.812], [0.857, -1.651, 1.617], [2.489, 0.034, 0.897], [3.048, -0.939, -0.369], [-0.697, -0.826, -1.732], [-1.278, 0.099, 1.464], [-0.681, -2.471, -0.170], [-1.842, 3.389, 0.335], [1.202, 0.646, -1.471]], "mulliken_charge": [-1.108, -0.016, -0.439, -0.496, -0.455, -0.448, -0.199, 0.053, -0.142, 0.358, 0.250, 0.393, 0.327, 0.290, 0.288, 0.342, 0.565, 0.507, 0.359, 0.327, 0.242], "spin_multiplicity": 1, "total_charge": 1, "orbital_gap_ev": 9.567, "homo_ev": -13.241, "lumo_ev": -3.67, "mol_weight_g_mol": 147.63}